Here is the ion C2H10N2O2P with charge +1 from the Open Molecules 2025 dataset. Energies are from ωB97M-V/def2-TZVPD.

Structure (XYZ):
```
17
Properties=species:S:1:pos:R:3:forces:R:3:lowdin_charge:R:1
C -0.7493 -0.2691 -1.4950 1.2 -2.2 -0.1 -0.300
O 1.2631 1.4943 0.3391 -2.0 -2.1 0.1 -0.221
H -1.2453 -2.2560 -1.3291 -0.6 0.7 0.1 0.088
N 0.6186 2.2475 1.3205 4.5 2.5 1.4 0.071
O -1.0895 0.6269 1.0484 -1.3 -0.2 1.3 -0.290
C 1.0590 -1.3676 0.7471 0.2 1.0 -0.2 -0.139
H 1.6490 -1.8304 -0.1306 -1.0 1.0 1.3 0.099
N -1.6859 -1.3431 -1.1314 -1.1 -0.5 -1.1 -0.057
H -1.2084 0.5518 -1.9336 -1.1 1.9 -0.1 0.072
H 0.8071 3.2390 1.0729 -0.3 -0.6 0.2 0.194
H -0.1220 -0.6328 -2.3270 0.7 0.3 0.8 0.107
H 1.0458 2.0908 2.3035 -0.8 0.1 -1.8 0.221
P -0.0760 0.0071 0.2154 2.3 -0.4 -2.6 0.828
H 0.4853 -2.1528 1.2973 0.6 0.8 -0.3 0.074
H -0.3431 2.0198 1.3314 -2.3 -0.5 0.2 0.055
H 1.7439 -0.7289 1.4054 -0.6 -1.5 -0.6 0.069
H -2.5865 -1.2874 -1.7021 1.7 -0.1 1.3 0.131
```
Positions in Å, forces in eV/Å.

Properties
Net charge: +1
Energy relative to the best compared isomer or geometry (same formula, charge and spin): 3.971 eV
SMILES: C[P@](=O)(CN)O[NH3+]

Here is a structure of composition C15H17AlBrCl2F20LiMgN2O11S4 from the Open Molecules 2025 dataset. Energies are from ωB97M-V/def2-TZVPD.

Structure (XYZ):
```
75
Properties=species:S:1:pos:R:3:forces:R:3:lowdin_charge:R:1
F -3.9898 -7.2341 1.8284 0.7 0.2 0.2 0.189
F -2.6677 -3.6307 -0.2623 0.7 0.0 0.0 0.152
H 0.2192 -7.1251 1.1439 0.1 0.1 0.0 0.053
H -4.4575 11.9139 -2.2786 -0.1 -0.1 0.0 0.133
N -1.4927 5.6726 -3.2979 0.1 -0.3 0.3 -0.305
H 8.7594 -4.2692 -0.3684 -0.6 1.0 -1.5 0.110
H -2.0920 12.7681 -2.2210 0.0 0.0 0.0 0.075
O 0.6163 -7.9626 0.8929 0.0 -0.1 -0.1 -0.125
F -0.6088 -2.2374 -1.2263 0.3 -0.5 0.9 -0.031
Li -2.6820 -1.8164 -4.5179 0.0 0.4 0.3 0.814
F -3.4271 -3.0452 3.0540 0.1 0.1 -0.1 0.159
F -3.6770 -2.0532 0.7753 0.1 0.1 0.1 0.146
H -3.4625 12.7962 -4.4143 0.0 0.0 0.0 0.074
H 7.5056 -3.1980 1.5905 0.0 -0.2 0.2 0.133
S -1.3047 4.3264 -2.5219 0.7 -1.4 0.5 0.432
H 0.0562 -8.8185 2.6938 -0.1 -0.2 0.0 0.078
C 7.1774 -4.1472 1.1761 -0.4 0.0 -2.4 -0.336
S -0.7953 6.9057 -2.5788 0.5 2.2 0.3 0.483
F 0.6022 -0.2162 -0.6169 -0.2 0.1 0.4 0.045
Cl 2.7130 1.1083 3.4975 0.3 1.3 1.7 0.021
F -0.9580 -2.0318 2.3458 0.3 -0.7 -0.2 0.136
F -4.5738 -6.3480 -0.0079 0.2 0.3 0.0 0.165
H 5.8325 -5.5425 1.8827 -0.9 0.1 0.3 0.121
C 7.7210 -4.5331 -0.2048 1.5 -1.3 3.1 0.004
F -4.6033 -5.1993 3.0012 0.4 -0.1 0.1 0.161
C 5.6828 -4.5767 1.4004 2.2 0.8 -0.7 -0.144
C -0.1925 -2.2796 0.0801 0.0 -1.3 -0.5 -0.333
H -4.6117 11.4807 -4.7211 0.0 0.0 0.0 0.074
F -1.1203 8.0365 -3.6704 -0.4 -0.5 -0.3 -0.212
C -3.7470 -6.1918 1.0407 -1.3 -0.6 -0.8 -0.522
F -1.9414 -4.5279 2.5599 0.2 -0.1 -0.5 0.166
H -2.8854 11.1622 -4.7963 0.1 0.0 0.1 0.081
F 0.1829 -3.5568 0.2705 0.4 0.2 0.4 0.172
O 4.3042 -4.1712 3.5590 -0.6 -0.4 -0.7 -0.336
C -0.0635 -8.9822 1.6197 -0.1 0.4 0.0 -0.154
O -1.6414 3.1700 -3.3077 -0.6 0.3 -0.6 -0.354
C 1.7078 -0.8345 1.4097 0.1 1.7 0.6 -0.464
H -1.5139 11.1333 -2.5997 0.0 0.0 -0.1 0.082
C 1.0031 -1.2904 0.0859 0.3 -0.3 -0.3 -0.387
O -1.7438 4.2790 -1.1585 -0.2 0.3 0.0 -0.314
F -2.5071 -6.2356 0.5641 0.2 0.1 0.5 0.177
O 1.6291 -3.2677 2.8578 -1.8 1.8 0.9 -0.339
S 4.8936 -3.3993 2.4815 -0.3 -0.7 2.4 0.593
H 0.3663 -9.9446 1.3561 0.1 0.1 -0.1 0.080
H 5.2512 -4.6567 0.4066 -0.6 0.0 0.3 0.105
C -3.6565 11.3718 -2.7853 0.6 -0.2 -0.3 -0.504
F 0.2610 4.1791 -2.3934 0.0 0.1 0.0 -0.188
O 5.7951 -2.4266 3.0129 0.5 0.4 -1.3 -0.264
F 0.9287 0.0959 2.2009 -0.6 -4.5 -1.9 -0.282
F -1.7111 -0.7230 0.8489 -0.1 -0.1 -0.3 0.118
C -2.9836 -3.8438 2.0566 -0.4 0.4 0.9 -0.339
H -1.1261 -8.9827 1.3611 0.0 -0.2 0.1 0.068
Al 1.1859 1.9379 0.7698 1.6 3.7 -1.6 0.964
Br -2.1263 -0.4442 -2.2301 -2.0 1.2 -0.2 0.369
F 2.7397 -0.1144 0.9788 0.1 -0.4 -0.3 0.025
C -2.6374 -2.8987 0.8737 -1.1 -0.3 -0.1 -0.319
H 7.2456 -5.3252 -0.7707 -0.3 0.6 -0.5 0.106
O -3.9335 9.9858 -2.6278 -0.3 0.1 0.0 -0.052
N 3.6948 -2.6765 1.5576 -0.6 0.2 -0.3 -0.273
C -2.3216 11.7036 -2.1342 0.0 0.1 0.2 -0.060
O 8.0617 -5.2054 1.1159 -0.7 -0.2 0.7 -0.090
C -1.3591 -2.0100 1.0531 -0.2 1.6 -0.3 -0.317
O -1.4509 7.4232 -1.4221 -0.4 -0.5 0.0 -0.283
Cl -4.0669 0.3985 -1.5461 1.2 -0.5 -0.7 0.075
O 0.6271 6.9077 -2.5737 0.1 -0.6 -0.2 -0.270
C -3.6527 11.7312 -4.2647 -0.2 0.1 -0.1 -0.069
Mg 1.4325 -1.8567 4.6703 1.0 0.7 -0.5 1.215
F -5.1864 -4.3023 1.1574 0.5 0.4 -0.4 0.176
C -4.1409 -4.8526 1.7837 -0.4 -0.6 0.5 -0.330
F 2.8874 3.1424 -0.7998 -1.5 -1.5 1.5 -0.714
H -2.3351 11.4340 -1.0780 0.0 0.0 0.0 0.081
S 2.5472 -2.1838 2.4412 3.8 -1.5 0.0 0.562
H -3.2306 9.4920 -3.0680 0.0 -0.1 0.1 0.071
O 3.0924 -1.5241 3.6725 -1.9 -1.0 -0.3 -0.514
F 1.9561 -1.8628 -0.6639 0.0 -0.4 0.3 0.180
```
Positions in Å, forces in eV/Å.

Here is a cluster of 2 separate species, C27H31NO3 in total from the Open Molecules 2025 dataset. Energies are from ωB97M-V/def2-TZVPD.

Structure (XYZ):
```
62
Properties=species:S:1:pos:R:3:forces:R:3:lowdin_charge:R:1
H -3.4541 -2.1527 -5.3726 0.1 0.0 0.0 0.074
H -4.9470 1.7040 1.6006 0.1 -0.1 0.1 0.112
C 2.3687 1.3939 -0.7936 -1.4 -1.6 0.4 -0.225
H 5.2919 -1.4789 -0.4438 -0.1 -0.3 0.0 0.108
H 2.3898 1.9469 3.5317 0.0 -0.2 -0.4 0.131
H -2.5247 2.1061 3.3995 -0.2 0.0 -0.2 0.123
C 0.3515 1.6507 1.7923 -0.1 -0.3 -0.4 -0.487
H -2.8619 -0.6327 3.6823 -0.2 -0.1 -0.3 0.113
C 3.6916 -2.9894 -0.3208 0.2 0.6 0.0 -0.092
H 4.3840 0.3196 3.2351 -0.2 0.0 0.0 0.081
C 3.3337 0.0375 3.0895 0.1 -0.2 0.2 -0.062
H -4.7165 1.2058 3.2701 0.1 0.0 -0.2 0.111
C 0.1392 -0.7599 -2.9190 -0.2 0.2 0.3 -0.012
H -3.3990 3.2847 2.3833 0.2 -0.3 0.0 0.122
H 3.3048 3.2060 -1.3407 -0.3 0.0 0.0 0.087
C 4.2251 -1.6965 -0.4302 -0.3 -0.2 0.2 -0.026
C -0.0771 0.6263 -0.8498 -0.7 2.0 0.4 0.081
H 4.3607 -3.8440 -0.2406 -0.1 0.2 -0.1 0.098
C 1.4004 -2.1225 -0.3862 0.3 -0.5 0.3 -0.021
C 2.2977 2.8160 -1.1358 0.1 0.8 -0.1 0.002
H -4.6726 -0.7909 1.9685 0.1 0.1 -0.2 0.109
C -0.6700 -0.0816 -1.9645 -0.7 -0.8 -0.7 -0.181
H 4.4607 1.1442 -0.8591 -0.4 -0.2 0.1 0.167
N 3.5494 0.7151 -0.7349 0.1 -0.2 0.2 0.145
H -2.5632 -1.7836 2.3888 -0.2 0.2 0.0 0.106
H 1.8488 3.3721 -0.3033 0.1 0.0 -0.3 0.081
H -2.6694 0.6579 -1.6172 0.1 -0.5 -0.1 0.116
H 1.9104 -4.2124 -0.2601 0.2 0.4 0.0 0.102
C -1.9921 2.0738 1.3047 -1.4 0.3 -0.3 -0.359
O 1.2092 0.7268 2.3115 0.5 0.9 0.2 -0.043
C -3.8125 -0.1217 1.8206 -0.1 -0.1 0.2 -0.203
H -0.5975 1.5276 -0.5234 0.4 0.2 -0.9 0.089
H 1.6716 2.9622 -2.0258 0.2 0.0 0.2 0.101
H -0.5322 -0.9135 2.1348 -0.2 0.3 0.3 0.121
C -2.6402 -0.7091 2.6061 0.1 -0.2 0.0 -0.176
C 2.5158 1.2406 2.6932 -0.4 0.0 -0.2 -0.205
C 2.3006 -3.1916 -0.3153 -0.5 0.1 0.0 -0.083
C -4.2118 1.2806 2.2961 -0.3 -0.2 -0.1 -0.195
C -0.9706 1.0426 1.5396 1.2 0.8 -1.2 -0.115
H -3.6025 -0.1229 0.7418 0.1 0.1 0.2 0.106
H 0.3158 -2.2553 -0.4250 0.4 -0.2 0.1 0.124
O 0.6986 2.8014 1.5653 -0.2 -0.6 0.0 0.086
C -2.3757 -2.3102 -5.2772 -0.2 -0.2 -0.3 -0.059
H -2.2057 -3.3811 -5.0856 -0.1 0.3 0.0 0.087
H -1.9063 -2.0919 -6.2478 -0.1 0.0 0.3 0.084
H 2.9671 1.7863 1.8517 -0.3 -0.2 0.2 0.110
O -2.0888 2.7449 0.2799 0.3 -0.4 0.8 0.064
H 0.2427 -1.9783 -4.6706 -0.2 0.1 0.1 0.119
C -2.0577 -0.0046 -2.2424 0.4 0.1 0.3 -0.005
C 3.3194 -0.6417 -0.5029 -0.1 -0.2 0.0 -0.207
C -1.2301 -0.1077 2.4177 0.0 -0.8 1.2 -0.162
H -0.9057 0.2553 3.4111 0.0 -0.6 0.0 0.124
C 1.9228 -0.8361 -0.4321 0.6 0.7 -0.7 -0.148
H 3.2843 -0.7441 2.3212 0.0 0.2 0.1 0.069
C -1.8044 -1.4725 -4.1729 0.1 0.1 0.4 -0.273
C -2.6089 -0.7125 -3.3007 0.1 -0.2 -0.4 -0.035
C -3.0360 2.2480 2.4336 0.6 0.4 -0.2 -0.102
H 2.9548 -0.3721 4.0339 0.1 0.0 -0.2 0.081
H 1.2242 -0.6988 -2.8387 -0.3 -0.2 0.1 0.122
H -3.6871 -0.6867 -3.4748 0.3 0.1 0.1 0.112
C 1.3057 0.4695 -0.6133 2.0 -0.1 -0.1 -0.157
C -0.4202 -1.4489 -3.9837 0.0 0.3 0.3 -0.037
```
Positions in Å, forces in eV/Å.

Properties
Energy relative to the best compared isomer or geometry (same formula, charge and spin): 2.935 eV

For each record above, in turn, the calculated electronic energy values are -683.23837; -9053.01180; -1327.85577 a.u..
For each record above, in turn, the calculated E_HOMO values are -13.8; -7.6; -6.8 eV.